# 1
# C32H82N2O10

A 10-piece molecular cluster, C32H82N2O10 overall in a non-equilibrium geometry (ωB97M-V with the def2-TZVPD basis set, OMol25).

Last column: Mulliken charge in e.
Cartesian coordinates (Å):
H (3.3186, -3.1320, 6.5033)  0.293
H (3.0874, 4.0096, -2.7629)  0.384
H (0.0481, -4.7315, 2.7586)  0.489
C (3.4386, -3.6613, 3.1200)  -1.291
H (1.6428, 2.6834, -0.5499)  0.360
H (4.8326, 0.6394, 5.3737)  0.500
C (2.4130, -0.6628, 5.1990)  -1.380
O (-4.7876, 0.1226, 2.1138)  -0.531
H (0.0674, -2.9390, 2.8193)  -0.039
H (-4.9637, 2.6006, -5.2570)  0.315
H (4.3556, -3.9159, -0.2182)  0.375
C (-1.3913, -3.1481, -3.9164)  -0.996
C (-3.1304, 0.5466, -4.7102)  -0.886
C (-4.3541, -0.5178, -0.2172)  -0.690
C (4.2507, -2.8725, -0.5096)  -1.395
H (4.7455, -2.7138, -1.4682)  0.444
H (-3.9257, 2.2712, -1.6962)  -0.097
C (2.7951, -2.4490, -0.5855)  0.952
H (0.0491, -2.0348, -2.7350)  -0.351
O (-2.1496, -2.6099, 1.3237)  -0.353
H (-2.2363, 1.6819, 3.5193)  0.204
H (-0.5598, 0.2965, -5.5089)  0.284
C (-1.6305, 2.5893, 3.5080)  -0.606
C (-3.6228, 3.2572, -3.6265)  1.666
H (-4.8844, -0.4490, -1.1652)  0.241
O (1.3603, 3.3384, 0.1081)  -0.501
H (0.2504, 0.6980, 1.6316)  0.219
H (0.8047, 4.8112, -1.3293)  0.264
H (-2.1593, -2.3953, -3.7187)  -0.023
H (-4.9892, -0.8136, 2.1950)  0.301
H (0.2615, 2.9642, 3.7158)  0.297
H (0.1397, 4.8972, 0.3007)  0.328
O (2.3019, 1.5899, -1.8584)  -0.217
C (2.8582, -3.1259, 5.5132)  -1.406
H (2.9009, 3.5960, -4.4556)  0.425
H (-4.9148, 4.9576, -4.0071)  0.424
C (-1.7434, -3.7948, 2.0333)  -0.719
C (-1.9525, 1.4127, -4.2622)  1.863
H (-4.4449, 1.4944, 0.6486)  0.020
H (-0.4778, 3.7163, -0.8651)  -0.017
H (-1.5739, 4.3368, 2.1010)  0.484
O (-0.2955, 2.1837, 3.7977)  -0.409
H (1.6502, 0.1176, 5.1736)  0.385
H (5.0997, -1.7449, 2.4653)  0.377
C (-0.2487, -3.8139, 2.2527)  -0.406
H (-0.7461, -1.5361, 0.9455)  -0.312
H (-3.2539, 5.3953, -3.5565)  0.353
H (3.8355, 1.6880, -3.2793)  0.467
C (1.7998, -2.0453, 5.3149)  0.484
H (0.9415, -2.0312, 5.9898)  0.509
H (-1.2435, 2.7913, 1.3499)  -0.145
C (-0.2972, -3.0642, -2.8755)  0.494
H (2.7993, -2.9418, 2.5990)  -0.019
N (4.3934, -1.6658, 4.2653)  0.199
H (-2.0586, -4.6926, 1.4910)  0.304
H (4.7615, -2.2452, 0.2258)  0.197
O (-1.3007, 3.6825, -3.8252)  -0.408
H (-2.0687, 0.9709, -2.1257)  -0.081
H (5.5664, -3.4030, 5.8020)  0.474
C (3.4657, -0.5359, 4.1265)  1.840
H (2.3980, -2.3564, 0.4322)  -0.357
H (3.6710, 1.6161, 4.4371)  0.377
C (3.9490, -3.0491, 4.4466)  1.727
N (-2.3675, 2.8088, -4.1868)  0.486
H (-0.0106, 1.9411, -5.0909)  0.315
C (4.2953, 0.7169, 4.4299)  -2.179
O (-0.7262, -3.6508, -1.6571)  -0.584
H (3.6447, -0.3692, 1.9771)  0.317
C (-4.7434, 2.3944, -4.2074)  -1.498
C (2.7739, 1.9208, -3.1584)  -0.153
H (-1.1575, -0.1889, -3.0175)  -0.432
C (-3.8631, 4.6862, -4.1179)  -2.069
C (-4.4552, 0.9096, -4.0545)  0.072
O (2.7034, -1.2335, -1.3038)  -0.728
H (-2.7802, 3.7130, -1.6747)  0.156
H (5.0279, 0.9151, 3.6431)  0.372
H (4.2430, -3.9235, 2.4357)  0.434
H (-3.2674, -0.5245, -0.2667)  -0.113
C (5.1504, -3.8845, 4.9153)  -2.051
C (-3.6760, 3.2537, -2.0922)  -1.259
H (-1.2225, 0.5485, 0.6846)  0.160
H (2.6294, 0.7157, -1.6148)  0.163
H (-2.0441, 3.2289, 4.2970)  0.371
H (2.7541, -4.4923, 3.3022)  0.336
H (-1.3239, 1.6961, -6.2827)  0.543
H (-1.0172, -2.9503, -4.9224)  0.360
H (2.3376, -4.0742, 5.3582)  0.420
H (-2.8663, 3.2756, 1.9408)  0.297
C (2.8498, -0.3344, 2.7253)  -1.145
C (2.5330, 3.3665, -3.4531)  -1.033
H (0.2956, -3.7869, 1.3038)  0.063
H (-0.9178, 3.8423, -4.6937)  0.348
C (-1.7900, 3.2643, 2.1627)  -0.512
H (-2.9104, -0.4941, -4.4615)  -0.069
H (2.2492, 1.3134, -3.9103)  0.183
H (4.8409, -4.9081, 5.1091)  0.382
H (1.3162, -2.3414, 4.3695)  -0.619
H (0.4076, 0.7276, -0.1428)  0.025
O (5.4564, -1.5878, 3.3558)  -0.554
H (5.9144, -3.8242, 4.1427)  0.381
H (-3.0588, -2.4554, 1.5918)  0.132
C (-0.8715, 1.3305, -5.3588)  -2.056
H (-2.2481, -3.8529, 3.0042)  0.492
H (1.4944, 3.6965, -3.3966)  -0.068
C (-0.1552, 0.3162, 0.6922)  -0.331
H (-5.2783, 0.3006, -4.4288)  0.567
H (-1.8447, -4.1354, -3.8587)  0.401
H (-3.2260, 0.5822, -5.8002)  0.342
H (-4.4888, 3.9174, -1.7718)  0.564
H (-5.9664, 0.7130, 0.5309)  0.341
H (2.4604, 0.6849, 2.6731)  0.705
H (-0.8600, -2.9657, -0.9933)  0.259
H (-4.3706, 0.7058, -2.9813)  -0.509
H (2.1516, -3.2161, -1.0358)  0.129
H (2.0028, -0.9945, 2.5485)  -0.361
H (-3.6193, 4.7701, -5.1774)  0.484
C (-4.9093, 0.5125, 0.7570)  -0.028
H (-5.6185, 2.6886, -3.6178)  0.541
C (-1.3522, 0.8834, -2.9511)  -0.205
H (1.7677, -0.9903, -1.2765)  0.102
C (0.4325, 4.2067, -0.4933)  -0.418
H (2.9283, -0.4770, 6.1549)  0.387
H (-0.4788, 1.4696, -2.6642)  0.173
H (0.5859, -3.6079, -3.2288)  0.377
O (0.0303, -1.1067, 0.5582)  0.577
H (-4.6393, -1.5096, 0.1640)  0.533

Computed properties:
Calculated total energy = -57965.1642 eV
LUMO energy = 0.2 eV
Kohn-Sham gap = 8.380 eV
SMILES = CC1(C)CCCC(C)(C)N1O.CC1(C)CCCC(C)(C)N1O.CCO.CCO.CCO.CCO.CCO.CCO.CO.CO


# 2
# C18H44ClNO13S2

A 6-piece molecular cluster, C18H44ClNO13S2 overall in a non-equilibrium geometry (ωB97M-V with the def2-TZVPD basis set, OMol25).

Last column: Mulliken charge in e.
Cartesian coordinates (Å):
H (16.0760, -26.5261, 18.1896)  0.237
C (18.8988, -27.4236, 16.3381)  -0.586
O (13.9541, -28.6496, 17.2077)  -0.703
H (8.8040, -33.5515, 18.8994)  0.284
H (16.4870, -24.8743, 17.5106)  0.510
C (17.2622, -32.9515, 13.5612)  -0.318
C (13.0759, -31.6913, 17.5488)  -0.731
H (18.6766, -28.4947, 16.3629)  0.158
C (16.6637, -32.1309, 14.6999)  0.065
H (16.6578, -33.1143, 16.6761)  0.143
H (17.5900, -28.8794, 9.8666)  0.275
O (14.4939, -29.2458, 14.9723)  -0.613
O (10.9762, -33.2254, 16.7666)  -0.638
C (16.6858, -28.9311, 11.9158)  0.603
H (13.1413, -26.2017, 22.3094)  0.372
O (15.8823, -24.8249, 20.9330)  -0.306
H (13.8932, -31.8336, 16.8507)  0.045
O (13.1044, -34.2718, 17.5278)  -0.625
H (16.9090, -31.0663, 14.6487)  -0.129
S (12.1365, -33.2193, 17.6146)  1.263
C (15.4193, -28.1400, 12.1157)  -0.142
O (19.9274, -27.1925, 17.2928)  -0.324
H (14.5348, -26.3242, 20.2761)  0.320
O (16.0942, -29.3815, 16.7537)  -0.622
O (15.3766, -27.3154, 15.8834)  -0.757
H (10.3452, -31.5013, 18.6223)  0.334
C (9.2676, -33.0449, 19.7391)  -1.168
H (23.1732, -25.8518, 18.7409)  0.443
H (19.1766, -27.2461, 15.2976)  0.354
O (15.5425, -28.6913, 9.8559)  -0.432
O (17.7878, -26.2320, 20.1750)  -0.722
C (14.9745, -25.9003, 21.1781)  -0.014
H (14.9668, -25.1971, 18.3391)  0.568
C (18.5795, -33.4536, 14.1691)  -0.502
Cl (14.9673, -28.6739, 16.1851)  1.760
H (19.1319, -25.3443, 17.6356)  0.191
H (14.3561, -25.4563, 23.2237)  0.308
H (19.4150, -32.7477, 14.0564)  0.228
N (20.6570, -26.0017, 19.6701)  -0.185
H (17.8052, -31.8325, 16.5637)  0.241
C (10.5013, -32.2018, 19.4467)  -0.243
H (16.6435, -30.3750, 10.2955)  0.251
S (17.0074, -25.0897, 19.7876)  1.378
C (17.3564, -32.6420, 15.9798)  -0.292
C (16.0254, -25.4446, 18.3108)  -1.195
H (18.9852, -34.4020, 13.8167)  0.308
H (16.6439, -33.8037, 13.2662)  0.266
H (15.6535, -27.1957, 12.6139)  0.098
H (14.0176, -27.5893, 10.5007)  0.293
H (15.5750, -32.1309, 14.6594)  0.302
H (22.7965, -26.0578, 17.0715)  0.366
H (17.6208, -28.4941, 12.2716)  0.236
H (15.5241, -26.6884, 21.7044)  0.182
H (10.7932, -31.6129, 20.3157)  0.353
O (17.6602, -23.8130, 19.5794)  -0.693
H (14.5082, -28.6123, 12.4601)  0.131
H (20.5492, -27.0231, 19.6201)  0.342
C (22.4460, -26.3221, 18.0682)  -1.296
H (15.4826, -26.6516, 10.4563)  0.259
H (16.6850, -29.8768, 12.4659)  -0.585
H (17.2984, -32.4149, 12.6092)  0.160
O (18.2332, -33.6478, 15.5261)  -0.471
C (16.7302, -29.2962, 10.3902)  -0.505
C (21.1838, -25.4754, 18.3628)  -0.104
H (13.6017, -24.4537, 22.0438)  0.332
H (13.3532, -31.5510, 18.5900)  0.425
H (21.3318, -25.9832, 20.4466)  0.402
H (19.8242, -25.4851, 19.9734)  0.142
C (20.0928, -25.7882, 17.3536)  -0.348
O (11.5752, -33.0992, 19.1369)  -0.358
H (12.4691, -30.8235, 17.2992)  0.370
H (17.9225, -27.0220, 16.6217)  0.177
H (8.5381, -32.4493, 20.2944)  0.375
C (13.9470, -25.4756, 22.2092)  -1.300
H (9.6246, -33.7866, 20.4579)  0.285
H (21.3938, -24.4208, 18.5143)  0.449
H (22.3913, -27.3969, 18.1938)  0.373
H (20.4180, -25.3488, 16.4058)  0.428
C (15.0889, -27.6454, 10.7084)  -0.477

Computed properties:
Calculated total energy = -81668.2981 eV
LUMO energy = -1.0 eV
Kohn-Sham gap = 7.940 eV


# 3
# C25H27N4O3PSe2Ti

C25H27N4O3PSe2Ti as an isolated structure in a non-equilibrium geometry (ωB97M-V with the def2-TZVPD basis set, OMol25).

Last column: Mulliken charge in e.
Cartesian coordinates (Å):
C (-0.2039, 4.8517, -0.4685)  -0.673
C (-0.0161, -4.5581, 0.8685)  -0.441
H (-3.3033, -0.1413, 1.1450)  0.398
H (-5.0637, -0.1545, 5.0110)  0.409
C (-2.0416, 3.7280, -1.3835)  -0.847
H (0.8447, -6.4218, 0.2924)  0.394
C (4.7266, -0.6685, -3.7831)  -0.578
H (1.5298, -1.1941, -1.9028)  0.206
C (3.4751, -0.8207, -3.2232)  -0.855
H (-1.1703, -7.6972, 1.0630)  0.425
H (-3.3957, -1.7837, 5.7874)  0.437
C (-2.2754, -5.9411, 1.5515)  -0.709
H (-0.4018, 4.8440, -3.0558)  0.368
O (2.5380, 0.9839, 0.4973)  -0.274
H (-3.1924, -4.0605, 1.9550)  0.453
N (0.1021, 1.9935, -0.5263)  1.424
P (-1.1310, -2.0917, 1.4702)  0.636
O (1.8586, -0.3365, -1.5344)  0.383
H (-1.7267, 2.0898, 0.6355)  0.334
C (3.9001, 1.2067, 0.0015)  0.125
C (3.2028, -0.1705, -2.0155)  1.235
H (1.8778, 2.5256, -1.6292)  0.308
C (5.4192, 0.6368, -1.8415)  -0.942
H (0.9002, -4.0020, 0.6508)  0.242
H (6.2118, 1.1612, -1.3018)  0.478
C (-2.4661, -1.9892, 3.8448)  -0.272
H (-3.1046, -6.5376, 1.8879)  0.401
H (-0.3035, 3.0251, 1.3954)  0.334
C (5.7021, 0.0201, -3.0705)  -0.640
N (0.6926, 4.1941, -1.4923)  0.186
H (2.6437, -1.2096, -3.7512)  0.503
C (-3.3082, -0.5001, 2.1612)  -0.300
C (-2.4605, -1.5196, 2.5478)  0.533
H (-2.9513, 3.1031, -1.2254)  0.294
H (-5.0274, 0.6757, 2.6623)  0.376
H (-1.5744, 1.1680, -1.6960)  0.353
N (-1.3190, 3.9801, -0.1423)  0.077
C (-0.0613, 3.9163, -2.6753)  -0.770
C (4.1290, 0.5697, -1.2742)  0.301
H (-2.3394, 4.6617, -1.8310)  0.374
C (-1.1399, -3.8740, 1.3494)  0.929
H (-1.7585, -2.7510, 4.1354)  0.456
H (0.3750, 5.0375, 0.4513)  0.358
C (-1.1598, -6.6238, 1.1233)  -0.501
H (4.9700, -1.1346, -4.7093)  0.493
Ti (0.9777, 0.2767, 0.3262)  0.548
Se (-1.1723, -1.1442, -0.5299)  -0.428
C (1.2471, 3.0140, -0.9102)  -1.011
C (-2.2959, -4.5543, 1.6579)  -0.458
H (0.5331, 3.4106, -3.3693)  0.422
C (-3.4307, -1.5096, 4.7591)  -0.837
H (-0.0715, 1.3266, -2.5510)  0.142
C (-0.8370, 2.7070, 0.4616)  -0.639
N (-1.1979, 3.0624, -2.3577)  0.202
H (6.6997, 0.2122, -3.5248)  0.368
C (-0.0422, -5.9429, 0.7154)  -0.646
O (4.6714, 1.8680, 0.5218)  -0.389
C (-4.2670, -0.0527, 3.0206)  -0.739
C (-4.3161, -0.5026, 4.3085)  -0.376
H (-0.6083, 5.7883, -0.9186)  0.345
H (1.8583, 3.2667, -0.0229)  0.312
Se (0.7807, -1.2652, 2.2966)  -0.258
C (-0.7320, 1.8484, -1.8379)  -0.975

Computed properties:
Total charge = +2
Calculated total energy = -201550.3036 eV
Energy relative to the best compared isomer or geometry (same formula, charge and spin) = 0.0 kJ/mol
LUMO energy = -7.8 eV
Kohn-Sham gap = 6.760 eV


# 4
# C21H43N2OP3Yb

C21H43N2OP3Yb as an isolated structure in a non-equilibrium geometry (ωB97M-V with the def2-TZVPD basis set, OMol25).

Last column: Mulliken spin population.
Cartesian coordinates (Å):
C (0.5031, 1.2042, -3.0202)  -0.016
H (0.8571, -2.8900, 2.6591)  0.000
C (1.6671, 2.6218, -4.5337)  -0.001
H (-1.4166, 0.4340, -3.6070)  0.001
H (-2.9940, -0.2318, 2.2009)  0.001
H (2.0794, 0.6281, 1.3278)  0.000
H (0.4859, -0.0319, 4.0084)  0.000
C (-0.5336, 1.7858, -5.0765)  -0.001
H (-1.7110, -3.3467, 2.3905)  0.000
C (4.0547, -1.2428, -2.6510)  0.000
H (2.1749, -1.6794, 2.6188)  0.000
H (-1.0471, -2.5840, -1.4241)  0.001
H (-3.2776, 0.1776, 0.4878)  0.000
P (2.3828, -1.8888, -2.7798)  0.000
H (-4.5396, 4.2325, -2.6273)  -0.013
H (-1.3196, 1.5914, -5.8077)  0.000
H (2.4398, -2.9669, -4.9522)  0.000
C (-0.3865, -0.0727, 3.3431)  0.000
C (-2.4419, 3.5302, 2.7231)  -0.001
H (2.1095, -4.3010, -2.5331)  0.000
Yb (-2.3748, 2.8551, -1.8505)  0.284
C (-0.6542, 1.2052, -3.8071)  0.022
H (-3.9692, -1.3299, 1.1832)  0.001
O (0.6151, 0.1846, -2.0833)  0.013
C (-0.3362, 4.3746, -0.1335)  0.070
H (4.4271, -1.3889, -1.6268)  0.000
H (3.0192, -3.5750, -1.1656)  0.000
C (-3.1039, -0.6505, 1.1914)  0.000
H (-3.7978, 3.4262, -4.1225)  0.003
H (0.8328, -2.2468, -4.5865)  0.000
H (0.5125, 4.7969, 0.4270)  0.000
C (1.3241, -2.0960, 2.0602)  0.000
H (2.5637, 3.1814, -4.8058)  0.000
H (4.7300, -1.7204, -3.3697)  0.000
H (-0.5695, 4.6198, 2.6477)  0.000
C (-3.6330, 4.0353, -3.2239)  0.393
C (-3.1702, 3.0076, 1.6915)  -0.002
C (-1.3797, 3.9321, 0.8255)  -0.031
H (-1.1029, -0.8035, -1.5308)  -0.012
H (-2.6290, 3.5399, 3.7846)  0.000
N (-1.3244, 4.1247, 2.1587)  0.001
C (-1.8491, -3.2905, 1.3027)  0.001
H (1.0675, 0.4318, -0.1392)  0.000
H (1.4112, -0.4009, -2.2336)  -0.001
H (4.0266, -0.1583, -2.8444)  0.000
C (1.0472, 0.5906, 0.9467)  -0.004
H (0.0444, 3.4972, -0.7015)  -0.019
H (-2.6159, -1.7380, -1.4880)  -0.003
H (-1.5753, 4.5689, -3.7111)  -0.004
H (0.7372, 2.8370, -6.4665)  0.000
N (-2.4918, 3.2608, 0.4975)  0.017
C (0.6225, 2.4691, -5.4371)  0.002
H (2.4817, 2.0236, -2.5912)  0.000
H (-2.3400, 5.5336, -2.3312)  -0.019
P (0.1571, -0.7501, 1.7629)  0.000
H (-0.7780, 0.9433, 3.2055)  0.000
H (1.2522, -3.3707, -1.2804)  0.000
C (-1.5906, -1.6862, -1.0975)  0.021
C (1.9247, -2.0996, -4.5121)  0.000
H (-1.1631, -0.6938, 3.8043)  0.000
H (2.1654, -1.1843, -5.0739)  0.000
C (1.6238, 2.0002, -3.2866)  -0.009
H (-2.8699, -3.6126, 1.0534)  0.000
H (-1.1289, -3.9578, 0.8099)  0.000
H (-4.1116, 2.4832, 1.7120)  -0.001
H (0.5591, 1.5535, 1.1466)  0.001
P (-1.6381, -1.5890, 0.6967)  -0.005
H (1.6893, -2.5254, 1.1149)  0.000
C (2.1828, -3.4334, -1.8625)  0.000
H (-0.7322, 5.1504, -0.8145)  -0.018
C (-2.4331, 4.6884, -3.0258)  0.328

Computed properties:
Total charge = +3
Calculated total energy = -86870.4480 eV
Energy relative to the best compared isomer or geometry (same formula, charge and spin) = 379.9 kJ/mol
LUMO energy (alpha / beta) = -8.8 / -8.8 eV
Kohn-Sham gap (alpha / beta) = 4.114 / 6.412 eV
Multiplicity = 2